2 unconnected molecules or ions with the total composition C14H22NO2 in a non-equilibrium geometry, computed with the ωB97M-V functional and the def2-TZVPD basis.

Electronic energy = -751.60177 a.u.
HOMO-LUMO gap = 9.38 eV
M = 236.335 g mol⁻¹
Total charge = +1

Last columns: bonded neighbours and bond lengths (Å).
CARTESIAN COORDINATES (ANGSTROEM)
1 O -1.9930 0.1662 -1.1969  C5 1.447, C12 1.418
2 O -0.5537 -0.9754 1.8108  C4 1.331, C9 1.446
3 N 0.0781 0.9155 -0.0261  C7 1.467, C11 1.472, H29 1.022
4 C -0.1514 -0.9938 0.5423  O2 1.331, C15 1.434, H26 1.090
5 C -2.0384 1.6015 -1.0149  O1 1.447, C11 1.522, H21 1.126, H33 1.117
6 C -0.5166 3.2402 0.2900  C11 1.524, C16 1.530, H31 1.108, H37 1.104
7 C 1.3217 1.5949 0.3527  N3 1.467, C16 1.546, H25 1.096, H36 1.100
8 C 1.9886 -1.9808 1.3047  C10 1.384, C15 1.399, H19 1.081
9 C -1.9777 -0.9404 2.0592  O2 1.446, H22 1.089, H38 1.091, H39 1.108
10 C 3.1205 -2.7286 1.0320  C8 1.384, C13 1.395, H23 1.084
11 C -1.0665 1.8276 0.1346  N3 1.472, C5 1.522, C6 1.524, H32 1.122
12 C -2.7880 -0.3462 -2.2532  O1 1.418, H18 1.102, H20 1.107, H34 1.087
13 C 3.4333 -3.0830 -0.2809  C10 1.395, C17 1.400, H24 1.087
14 C 1.4531 -1.9323 -1.0486  C15 1.406, C17 1.394, H28 1.102
15 C 1.0851 -1.6711 0.2826  C4 1.434, C8 1.399, C14 1.406
16 C 0.9425 3.0501 0.7106  C6 1.530, C7 1.546, H27 1.095, H35 1.100
17 C 2.6139 -2.6511 -1.3305  C13 1.400, C14 1.394, H30 1.100
18 H -2.3516 -0.1205 -3.2396  C12 1.102
19 H 1.6853 -1.7357 2.3134  C8 1.081
20 H -3.8397 -0.0013 -2.2241  C12 1.107
21 H -1.7070 2.1616 -1.9334  C5 1.126
22 H -2.0221 -0.7509 3.1304  C9 1.089
23 H 3.7253 -3.1201 1.8425  C10 1.084
24 H 4.3183 -3.6728 -0.5034  C13 1.087
25 H 2.0686 1.5672 -0.4483  C7 1.096
26 H -0.8852 -1.0110 -0.2630  C4 1.090
27 H 1.6073 3.7425 0.1845  C16 1.095
28 H 0.7426 -1.6558 -1.8446  C14 1.102
29 H 0.0706 0.4778 -0.9497  N3 1.022
30 H 2.8325 -2.9607 -2.3634  C17 1.100
31 H -0.6175 3.8042 -0.6588  C6 1.108
32 H -1.6202 1.6139 1.0874  C11 1.122
33 H -3.0594 1.9470 -0.7210  C5 1.117
34 H -2.7548 -1.4241 -2.1129  C12 1.087
35 H 1.0855 3.2731 1.7779  C16 1.100
36 H 1.7446 1.0413 1.2036  C7 1.100
37 H -1.1008 3.8061 1.0360  C6 1.104
38 H -2.4765 -0.1408 1.5089  C9 1.091
39 H -2.3976 -1.9342 1.8091  C9 1.108